# C27H31BCaClN9O8S3

A structure of composition C27H31BCaClN9O8S3 in a non-equilibrium geometry (wB97M-V/def2-TZVPD, OMol25).

Geometry (Å):
1 Ca -0.19606 -0.73595 0.37824
2 O 2.31634 -5.13471 1.45830
3 C 3.07816 -4.50330 0.58889
4 O 3.76105 -5.08879 -0.21012
5 C 3.06713 -3.00113 0.64244
6 C 3.98449 -2.18829 0.00978
7 Cl 5.33843 -2.69497 -0.87397
8 N 3.64516 -0.88439 0.24306
9 N 2.51138 -0.82969 0.96748
10 C 2.16145 -2.07920 1.22777
11 C 1.00662 -2.28450 2.19712
12 O 0.97891 -3.33249 2.84178
13 O 0.17651 -1.31701 2.29359
14 C 4.32761 0.36436 -0.01711
15 C 3.91639 1.48560 0.70125
16 C 4.53177 2.70864 0.49737
17 C 5.56660 2.83549 -0.41739
18 C 5.98754 1.71592 -1.11223
19 C 5.37866 0.48208 -0.91985
20 H 1.84890 -4.50147 2.06929
21 H 3.13039 1.37847 1.43209
22 H 4.20241 3.57386 1.06029
23 H 6.03681 3.79719 -0.58186
24 H 6.80401 1.78922 -1.81899
25 H 5.72243 -0.36012 -1.49039
26 C -2.11517 -4.02397 2.02150
27 N -2.91896 -3.42665 0.96473
28 C -4.28916 -3.24893 1.02395
29 C -4.66108 -2.72302 -0.15902
30 N -3.53646 -2.58017 -0.94006
31 B -3.56654 -2.15060 -2.42680
32 N -2.96609 -0.69876 -2.66561
33 C -2.80477 -0.30436 -3.97939
34 C -2.38932 0.97468 -3.99816
35 N -2.28877 1.37054 -2.67860
36 C -1.87622 2.69792 -2.26359
37 C -2.65285 0.33037 -1.86526
38 S -2.69701 0.43547 -0.13757
39 C -2.46749 -3.00174 -0.24260
40 S -0.82873 -3.03982 -0.78864
41 H -2.72846 -4.74038 2.56521
42 H -1.73985 -3.27358 2.70876
43 H -1.27043 -4.54017 1.57850
44 H -4.86162 -3.52108 1.89435
45 H -5.63429 -2.44884 -0.52735
46 H -2.89983 -2.91464 -3.07938
47 H -4.72859 -2.11121 -2.76903
48 H -3.01167 -0.98603 -4.78854
49 H -2.15834 1.63803 -4.81532
50 H -0.92174 2.96018 -2.71329
51 H -1.78248 2.70410 -1.18451
52 H -2.61815 3.43982 -2.56432
53 C -3.38320 7.11005 -1.51918
54 C -2.90459 6.41574 -0.24862
55 S -1.12748 6.32994 -0.26106
56 O -0.59042 7.65834 -0.13555
57 O -0.71032 5.50362 -1.36817
58 C -0.75605 5.44719 1.25594
59 C 0.67190 4.90225 1.23763
60 N 0.82129 3.64294 0.49366
61 C 0.31523 2.46007 0.91076
62 N 0.53709 1.50114 0.02540
63 C 1.19242 2.08318 -1.02119
64 C 1.36621 3.39980 -0.75444
65 N 2.09292 4.33660 -1.56048
66 O 2.24919 4.03302 -2.72450
67 O 2.53664 5.34318 -1.02810
68 C -0.39690 2.24347 2.20343
69 H -4.46991 7.15156 -1.52844
70 H -3.04587 6.57063 -2.40402
71 H -2.99506 8.12710 -1.57131
72 H -3.26313 5.38689 -0.17108
73 H -3.16734 6.97323 0.65342
74 H -1.49949 4.65774 1.38336
75 H -0.85869 6.19515 2.04417
76 H 0.98613 4.70545 2.25894
77 H 1.35075 5.63157 0.81492
78 H 1.52653 1.54108 -1.89076
79 H -0.19071 3.02835 2.92775
80 H -0.08538 1.28803 2.62919
81 H -1.47474 2.19010 2.02803

As for the HOMO-LUMO gap: 7.11 eV. The calculation puts the total energy at -4499.59262 Eh. The value obtained for the relative energy (zero: lowest compared OMol25 entry of this formula, charge and spin) is 1.441 eV.

Just the Mulliken charges please, in e? Sure, here they are:
1. Ca 1.1315
2. O -0.5479
3. C 0.3836
4. O -0.6086
5. C -0.5464
6. C 0.4787
7. Cl -0.1728
8. N 0.4054
9. N -0.4613
10. C 0.1030
11. C 1.2529
12. O -0.7769
13. O -0.7708
14. C 0.6009
15. C -0.0422
16. C -0.4150
17. C -0.6530
18. C -0.8042
19. C -0.6373
20. H 0.4429
21. H 0.4407
22. H 0.3700
23. H 0.4266
24. H 0.3830
25. H 0.3125
26. C -0.9603
27. N 0.2094
28. C -0.6006
29. C -0.4934
30. N 0.1007
31. B 0.3047
32. N 0.3789
33. C -0.9041
34. C -0.2921
35. N 0.1897
36. C -1.0605
37. C 0.3267
38. S -0.4736
39. C -0.0094
40. S -0.4225
41. H 0.3850
42. H 0.2785
43. H 0.3552
44. H 0.4595
45. H 0.4862
46. H -0.1097
47. H -0.2094
48. H 0.4771
49. H 0.4765
50. H 0.3880
51. H -0.0682
52. H 0.5546
53. C -1.2945
54. C -0.4556
55. S 1.1159
56. O -0.6854
57. O -0.5689
58. C -0.6848
59. C -1.5528
60. N 0.7131
61. C 0.3685
62. N 1.0942
63. C -2.0788
64. C 0.5541
65. N 1.4318
66. O -0.6948
67. O -0.6669
68. C -2.1640
69. H 0.3916
70. H 0.3274
71. H 0.3619
72. H 0.3699
73. H 0.4288
74. H 0.4326
75. H 0.5756
76. H 0.5487
77. H 0.5492
78. H 0.4529
79. H 0.4609
80. H 0.3935
81. H 0.2141



# CH2N3O2

The ion CH2N3O2 with charge +1 in a non-equilibrium geometry (wB97M-V/def2-TZVPD, OMol25).

Geometry (Å):
1 C 0.01454 -0.38663 0.04880
2 N -2.50702 -0.67218 0.00554
3 N -1.85393 -1.72743 0.06179
4 N -2.42093 0.47573 0.10849
5 O -2.72368 1.54985 -0.08674
6 O -0.47654 -1.55564 -0.14434
7 H -0.42381 0.58756 0.37126
8 H 1.15647 -0.39090 -0.00450

As for the HOMO-LUMO gap (spin up / spin down): 7.90 / 7.90 eV. The calculation puts the total energy at -353.43836 Eh. The value obtained for the relative energy (zero: lowest compared OMol25 entry of this formula, charge and spin) is 4.474 eV. The charge is +1.

Just the natural (NBO) charges please, in e? Sure, here they are:
1. C 0.2256
2. N 0.1042
3. N 0.0162
4. N 0.4298
5. O -0.1089
6. O -0.1519
7. H 0.2237
8. H 0.2612



# C4H7NOS2

An isolated molecule of C4H7NOS2 in a non-equilibrium geometry (wB97M-V/def2-TZVPD, OMol25).

Geometry (Å):
1 C 0.64311 -0.00258 -1.22021
2 C 0.37971 0.18986 0.25436
3 C -0.56819 1.34977 0.61383
4 C -0.71162 -0.70224 0.80089
5 H 0.19481 -2.32986 -1.37329
6 H -0.27577 0.16596 -1.84209
7 H 1.29607 0.75737 -1.64104
8 H 2.11885 -0.52215 0.71052
9 H -0.81591 2.00932 -0.24631
10 H -0.16923 1.90742 1.45574
11 H -2.52534 0.40388 1.21043
12 N -1.56720 0.34667 0.88284
13 O 1.59773 0.27893 0.97482
14 S 1.28962 -1.58593 -1.79364
15 S -0.88665 -2.26641 1.21315

As for the HOMO-LUMO gap: 9.12 eV. The calculation puts the total energy at -1082.95220 Eh. The SMILES is O[C@]1(CS)CNC1=S. The value obtained for the relative energy (zero: lowest compared OMol25 entry of this formula, charge and spin) is 1.160 eV.

Just the natural (NBO) charges please, in e? Sure, here they are:
1. C -0.5549
2. C 0.1435
3. C -0.2083
4. C 0.0944
5. H 0.1537
6. H 0.2274
7. H 0.2435
8. H 0.4879
9. H 0.1908
10. H 0.2143
11. H 0.4160
12. N -0.5701
13. O -0.6950
14. S -0.0394
15. S -0.1038



# C10H18N4O5

An isolated molecule of C10H18N4O5 in a non-equilibrium geometry (wB97M-V/def2-TZVPD, OMol25).

Geometry (Å):
1 O -2.44361 1.45749 0.38147
2 O 3.37189 0.92995 2.11727
3 O -0.79035 -1.82707 0.23312
4 O 2.37701 -0.23505 -2.02484
5 O -2.92257 -2.89492 -1.38147
6 C -3.34500 0.63618 0.34773
7 C 2.40120 1.67050 1.86849
8 C -0.91451 -0.81404 -0.46776
9 C 2.49499 -0.27270 -0.86611
10 N 1.96396 2.49443 2.76821
11 N 3.69137 -0.53058 -0.26257
12 N -3.28851 -0.32984 -0.59713
13 N 0.07809 0.05697 -0.57827
14 C -4.50042 0.62200 1.37745
15 C 5.03105 -0.90414 -0.78559
16 C -2.56365 -1.78877 -2.25216
17 C 1.35587 1.42964 0.85355
18 C -2.13364 -0.56495 -1.41082
19 C 1.32632 0.01355 0.10019
20 H -2.09785 -3.14730 -0.85258
21 H 1.15012 2.98506 2.58298
22 H 2.41628 2.67980 3.59981
23 H 3.77849 -0.22416 0.68827
24 H -4.07749 -1.04532 -0.50791
25 H 0.00035 0.89722 -1.15931
26 H -5.11431 -0.30387 1.29935
27 H -5.14162 1.45220 1.09811
28 H -4.05116 0.79944 2.28840
29 H 5.50048 -0.02798 -1.18631
30 H 5.61455 -1.39890 -0.03202
31 H 4.84930 -1.55195 -1.70146
32 H -1.72253 -2.14750 -2.92853
33 H -3.32706 -1.38973 -2.92987
34 H 1.44390 2.29324 0.18629
35 H 0.28212 1.43663 1.23072
36 H -1.95768 0.33417 -1.99482
37 H 1.26460 -0.78970 0.89815

As for the HOMO-LUMO gap: 9.79 eV. The calculation puts the total energy at -987.10260 Eh. The SMILES is CNC(=O)[C@@H](CC(N)=O)NC(=O)[C@@H](CO)NC(C)=O. The value obtained for the relative energy (zero: lowest compared OMol25 entry of this formula, charge and spin) is 2.181 eV.

Just the natural (NBO) charges please, in e? Sure, here they are:
1. O -0.6714
2. O -0.6529
3. O -0.6693
4. O -0.6104
5. O -0.7436
6. C 0.6928
7. C 0.6591
8. C 0.6896
9. C 0.6674
10. N -0.7581
11. N -0.6432
12. N -0.6140
13. N -0.5800
14. C -0.6925
15. C -0.4115
16. C -0.0667
17. C -0.5154
18. C -0.1496
19. C -0.1316
20. H 0.5091
21. H 0.3860
22. H 0.4009
23. H 0.4225
24. H 0.4199
25. H 0.4085
26. H 0.2138
27. H 0.2346
28. H 0.2381
29. H 0.1936
30. H 0.2100
31. H 0.2117
32. H 0.1864
33. H 0.1968
34. H 0.2283
35. H 0.2645
36. H 0.2143
37. H 0.2625